No. 1
Below is a structure of composition C8H8N2O2 in a non-equilibrium geometry, with properties calculated with wB97M-V/def2-TZVPD.

The geometry in XYZ format:
```
20
Properties=species:S:1:pos:R:3:forces:R:3:nbo_charge:R:1
C 0.472 2.406 0.122 -0.5 -2.5 -0.1 -0.252
C -0.774 1.833 0.077 -0.4 1.9 -0.3 -0.182
C 1.343 0.099 0.042 -4.8 -0.6 -0.9 0.007
C 1.569 1.456 0.024 -1.6 -1.3 1.1 0.218
C 2.576 -0.550 0.004 -0.6 -1.4 -0.6 0.094
C -1.257 0.500 -0.057 -1.8 0.1 0.6 0.086
C 2.894 -2.030 -0.269 -3.5 1.3 -2.4 -0.628
C -2.801 0.148 -0.036 3.5 -1.3 2.3 -0.633
N 3.471 0.393 0.056 2.2 -1.9 -0.1 -0.113
N -0.464 -0.519 -0.088 5.7 2.5 0.1 0.217
O -0.686 -1.690 -0.215 -0.4 -1.7 0.0 -0.426
O 2.891 1.579 0.101 -0.4 2.7 0.0 -0.241
H 0.461 3.424 0.386 0.8 1.1 -0.2 0.239
H -1.585 2.591 0.069 0.4 -0.7 0.3 0.217
H 1.967 -2.695 -0.568 1.5 2.0 0.1 0.242
H 3.655 -2.095 -1.007 0.6 -0.1 -0.7 0.233
H 3.172 -2.524 0.549 1.6 -1.6 3.6 0.223
H -2.970 -0.049 -1.054 -1.2 -0.2 -1.2 0.229
H -2.795 -0.877 0.577 -0.7 2.4 -1.3 0.244
H -3.285 1.014 0.422 -0.4 -0.6 -0.3 0.225
```
Positions in Å, forces in eV/Å.

For the largest force on an atom, the calculation gives 6.2 eV/Å. The energy above the lowest of the compared OMol25 structures with the same formula, charge and spin comes out at 144.6 kcal/mol. As for the HOMO-LUMO gap (spin up / spin down): 0.30703 / 0.30704 Eh. As for the lowest unoccupied orbital energy (spin up / spin down): -0.11 / -0.11 eV.



No. 2
Below is a structure of composition C8H8N2OS2 in a non-equilibrium geometry, with properties calculated with wB97M-V/def2-TZVPD.

The geometry in XYZ format:
```
21
Properties=species:S:1:pos:R:3:forces:R:3:nbo_charge:R:1
C -2.961 0.692 0.558 1.8 3.0 -2.4 -0.173
C -2.559 1.918 -0.095 -0.4 -1.9 2.8 -0.204
C -2.150 -0.370 0.501 -1.8 -2.8 -0.1 -0.194
C -1.275 2.038 -0.555 -0.6 -2.3 -0.6 -0.203
C -0.934 -0.337 -0.132 1.2 2.4 -0.2 0.132
C -0.477 0.897 -0.638 -0.5 -0.4 0.0 -0.236
C 1.042 -1.469 -0.558 -2.6 -0.8 -0.1 0.596
C 2.009 -2.525 -0.233 2.3 0.4 -0.4 -0.694
N -0.093 -1.368 0.040 2.6 -2.6 -0.6 -0.472
N 1.571 0.864 0.509 1.0 1.0 0.8 -1.041
O 1.430 -0.586 -1.555 0.2 -1.0 -0.2 -0.697
S 3.249 0.804 0.868 0.8 -0.5 -0.4 0.105
S 1.275 0.953 -1.025 -1.2 0.9 1.1 1.361
H -3.885 0.659 0.995 -2.2 -0.2 1.0 0.208
H -3.224 2.706 0.156 -0.2 1.1 -0.7 0.216
H -2.619 -1.351 0.756 1.1 0.7 0.3 0.226
H -0.971 2.857 -1.079 0.9 2.6 -0.9 0.214
H 2.770 -1.975 0.330 0.2 0.1 0.2 0.254
H 2.653 -2.961 -1.049 -1.3 0.4 0.4 0.243
H 1.686 -3.251 0.478 -0.8 -0.6 0.1 0.250
H 3.463 1.805 1.726 -0.5 0.4 0.0 0.108
```
Positions in Å, forces in eV/Å.

For the largest force on an atom, the calculation gives 4.3 eV/Å. The energy above the lowest of the compared OMol25 structures with the same formula, charge and spin comes out at 66.7 kcal/mol. As for the HOMO-LUMO gap: 0.30470 Eh. As for the lowest unoccupied orbital energy: 0.01 eV.



No. 3
Below is the molecule C8H8N4 in a non-equilibrium geometry, with properties calculated with wB97M-V/def2-TZVPD.

The geometry in XYZ format:
```
20
Properties=species:S:1:pos:R:3:forces:R:3:nbo_charge:R:1
C -2.400 1.041 -0.027 1.0 -2.3 0.0 0.384
C 2.457 1.110 -0.710 1.9 -0.5 1.6 -0.212
C 2.127 1.713 0.531 1.0 2.7 0.0 -0.204
C 1.669 0.101 -1.193 -2.0 0.2 -1.1 -0.212
C 0.918 1.491 1.194 1.9 -2.0 -3.8 -0.282
C 0.432 -0.136 -0.559 -0.1 0.0 -0.7 0.023
C 0.176 0.573 0.564 -3.2 -1.8 -0.6 0.167
C -1.471 -2.300 0.740 -3.6 1.8 1.6 -0.406
N -2.748 2.044 -0.412 -1.2 2.9 -1.2 -0.360
N -0.560 -1.014 -1.063 -0.6 -0.9 1.8 -0.469
N -1.947 -0.053 0.543 3.2 0.9 2.9 -0.292
N -1.634 -1.156 -0.088 0.6 -0.6 -3.3 -0.063
H 3.503 1.131 -1.140 -1.4 0.9 0.4 0.233
H 2.676 2.650 0.884 -0.2 -1.8 -0.4 0.226
H 1.745 -0.207 -2.238 0.5 -0.6 0.5 0.222
H 0.556 1.812 2.052 -1.0 2.4 3.9 0.235
H -1.484 -3.149 0.216 -0.2 -3.1 -2.8 0.207
H -0.644 -2.424 1.329 2.5 0.8 1.8 0.193
H -2.411 -2.347 1.342 0.9 0.1 -0.1 0.215
H -0.960 -0.882 -1.963 0.1 0.5 -0.7 0.394
```
Positions in Å, forces in eV/Å.

For the largest force on an atom, the calculation gives 4.7 eV/Å. The energy above the lowest of the compared OMol25 structures with the same formula, charge and spin comes out at 158.0 kcal/mol. As for the HOMO-LUMO gap (spin up / spin down): 0.30306 / 0.30289 Eh. As for the lowest unoccupied orbital energy (spin up / spin down): -0.51 / -0.52 eV.



No. 4
Below is a cluster of 2 separate species, C8H8N5O6 in total in a non-equilibrium geometry, with properties calculated with wB97M-V/def2-TZVPD.

The geometry in XYZ format:
```
27
Properties=species:S:1:pos:R:3:forces:R:3:nbo_charge:R:1
N 1.133 -0.263 2.795 0.5 -0.1 0.7 -0.842
C -0.205 -0.354 2.748 -3.8 0.0 -0.5 0.572
N -1.090 -1.407 2.341 -2.2 4.9 1.9 -0.377
C -2.386 -0.818 2.574 2.1 0.6 0.2 0.249
N -2.334 0.520 3.095 0.8 -4.2 -1.5 -0.360
N -1.001 0.758 3.161 2.4 -2.0 -0.4 0.060
O -0.432 1.917 3.567 -0.9 -1.9 2.4 -0.226
N -0.838 2.892 2.613 1.8 1.5 -4.4 0.405
O -0.217 2.705 1.625 -1.8 0.9 1.9 -0.144
H 1.560 -0.083 3.717 -0.3 0.1 -1.0 0.439
H 1.764 -0.283 1.985 -0.7 -0.3 0.4 0.462
H -3.394 -1.326 2.413 1.8 0.8 0.2 0.277
H -3.084 1.168 3.359 0.6 -0.3 0.0 0.482
C 0.516 0.827 -1.834 0.4 -0.1 0.3 -0.392
C -0.417 0.418 -2.697 -0.9 1.1 0.2 0.321
C -0.251 -0.837 -3.487 0.3 -0.8 -0.5 0.464
O -1.131 -1.186 -4.249 -0.1 0.4 0.3 -0.501
C 0.988 -1.601 -3.309 -0.3 0.1 -0.1 -0.353
C 1.922 -1.190 -2.448 0.8 -1.0 -0.3 0.292
C 1.742 0.049 -1.639 -0.3 0.6 0.1 0.478
O 2.610 0.384 -0.847 0.0 -0.4 0.0 -0.559
O 3.075 -1.885 -2.274 -0.8 1.0 0.3 -0.624
O -1.557 1.126 -2.891 0.8 -1.0 -0.1 -0.632
H 0.407 1.733 -1.254 0.0 0.0 -0.1 0.237
H 1.105 -2.499 -3.900 0.0 0.0 0.0 0.257
H 3.580 -1.388 -1.604 0.1 -0.1 -0.1 0.502
H -2.065 0.624 -3.558 0.0 0.1 0.0 0.510
```
Positions in Å, forces in eV/Å.

For the largest force on an atom, the calculation gives 5.7 eV/Å. As for the HOMO-LUMO gap: 0.24142 Eh. As for the lowest unoccupied orbital energy: -5.54 eV. As for the charge: +1.



No. 5
Below is a structure of composition C8H8NOS in a non-equilibrium geometry, with properties calculated with wB97M-V/def2-TZVPD.

The geometry in XYZ format:
```
19
Properties=species:S:1:pos:R:3:forces:R:3:nbo_charge:R:1
C 0.291 0.565 -2.019 1.5 0.1 0.9 -0.153
C 1.325 0.210 -1.094 -2.9 1.2 -1.3 -0.219
C -0.857 -0.762 1.729 -0.5 0.4 -0.5 -0.041
C -2.169 -0.540 1.837 -1.9 1.2 1.8 -0.387
C -1.083 0.679 -1.652 -0.1 -1.0 -1.8 0.196
C 1.052 -0.173 0.229 2.5 -0.8 0.5 0.251
C -1.579 0.416 -0.392 4.2 -1.9 1.0 -0.030
C 2.238 -0.365 1.219 0.2 3.0 0.2 -0.655
N -0.174 -0.396 0.648 -4.1 3.5 -4.3 -0.251
O -1.966 0.871 -2.696 -0.1 0.4 1.6 -0.635
S -2.955 0.255 0.534 0.1 0.0 -0.4 0.620
H 0.612 0.870 -3.096 -0.8 -0.6 2.1 0.256
H 2.313 0.397 -1.448 0.7 -0.3 0.2 0.253
H -0.371 -1.366 2.372 1.6 -1.5 2.6 0.244
H -2.791 -0.525 2.808 1.2 -0.7 -1.8 0.300
H 2.181 -1.294 1.726 0.1 -1.0 0.4 0.239
H 3.294 -0.198 0.772 -2.1 -0.4 0.4 0.265
H 2.108 0.480 2.038 0.3 -1.7 -1.5 0.250
H -1.470 0.878 -3.516 0.1 0.1 -0.3 0.498
```
Positions in Å, forces in eV/Å.

For the largest force on an atom, the calculation gives 6.9 eV/Å. The energy above the lowest of the compared OMol25 structures with the same formula, charge and spin comes out at 69.9 kcal/mol. As for the HOMO-LUMO gap: 0.27803 Eh. As for the lowest unoccupied orbital energy: -5.04 eV. As for the charge: +1.



No. 6
Below is the molecule C8H8O in a non-equilibrium geometry, with properties calculated with wB97M-V/def2-TZVPD.

The geometry in XYZ format:
```
17
Properties=species:S:1:pos:R:3:forces:R:3:nbo_charge:R:1
C 2.554 -0.105 -0.674 -1.6 0.9 0.7 -0.389
C 1.277 0.195 -0.289 1.9 -0.3 -0.9 -0.018
C 0.735 1.471 0.191 -0.4 0.8 0.1 -0.224
C -0.602 1.404 0.399 1.4 0.3 0.2 -0.139
C -1.047 0.004 0.188 -1.7 0.0 -0.8 -0.224
C -2.355 -0.287 -0.456 0.3 0.7 0.5 0.458
O -3.132 0.605 -0.672 -0.5 -0.3 -0.3 -0.522
C -0.430 -1.083 1.014 -0.2 -0.8 1.1 -0.372
C 0.120 -0.743 -0.333 1.5 -0.6 0.5 -0.244
H 2.824 -1.102 -0.979 -0.1 -0.1 -0.2 0.200
H 3.349 0.643 -0.669 -0.3 -0.2 0.1 0.203
H 1.358 2.359 0.347 -0.3 -0.4 -0.1 0.222
H -1.225 2.245 0.703 0.0 -0.5 0.0 0.238
H -2.565 -1.354 -0.712 0.0 0.3 0.0 0.112
H 0.032 -0.772 1.960 0.2 0.0 -0.7 0.236
H -0.948 -2.040 1.138 -0.1 0.4 -0.3 0.224
H 0.054 -1.440 -1.154 -0.2 -0.1 0.1 0.240
```
Positions in Å, forces in eV/Å.

For the largest force on an atom, the calculation gives 2.1 eV/Å. The energy above the lowest of the compared OMol25 structures with the same formula, charge and spin comes out at 26.5 kcal/mol. As for the HOMO-LUMO gap: 0.34032 Eh. As for the lowest unoccupied orbital energy: 0.67 eV.



No. 7
Below is the molecule C8H8O2S2 in a non-equilibrium geometry, with properties calculated with wB97M-V/def2-TZVPD.

The geometry in XYZ format:
```
20
Properties=species:S:1:pos:R:3:forces:R:3:nbo_charge:R:1
C 1.066 -2.183 -2.283 -0.2 0.1 0.1 -0.598
C -0.240 -1.550 -1.798 0.0 -0.3 -0.3 -0.489
C -0.054 -0.682 -0.637 -2.1 2.1 1.3 -0.002
C 0.887 -0.380 0.240 0.2 -0.5 -0.4 -0.299
C 0.587 0.647 1.211 -0.1 0.7 0.7 -0.203
S 1.644 1.277 2.421 -0.6 0.0 -0.4 0.478
C 0.440 2.399 2.932 0.1 -0.2 -0.2 -0.401
C -0.714 2.294 2.215 -0.1 0.3 0.3 -0.225
C -0.620 1.292 1.237 0.3 -0.9 -0.8 -0.356
S -1.687 0.612 -0.035 2.0 -1.3 -0.4 2.080
O -2.765 -0.148 0.536 0.1 -0.1 0.1 -0.910
O -1.998 1.581 -1.050 0.2 0.0 0.0 -0.910
H 0.890 -2.727 -3.207 0.0 -0.1 0.0 0.222
H 1.458 -2.871 -1.541 0.1 -0.1 0.1 0.208
H 1.812 -1.415 -2.471 0.1 0.1 -0.1 0.210
H -0.963 -2.332 -1.541 0.0 0.1 -0.1 0.238
H -0.687 -0.954 -2.599 0.0 0.0 0.0 0.239
H 1.867 -0.840 0.265 0.1 -0.1 -0.2 0.232
H 0.660 3.076 3.733 0.0 0.1 0.2 0.243
H -1.583 2.904 2.373 -0.1 0.1 0.1 0.243
```
Positions in Å, forces in eV/Å.

For the largest force on an atom, the calculation gives 3.3 eV/Å. The energy above the lowest of the compared OMol25 structures with the same formula, charge and spin comes out at 41.6 kcal/mol. As for the HOMO-LUMO gap: 0.32743 Eh. As for the lowest unoccupied orbital energy: 0.08 eV.



No. 8
Below is the molecule C8H8O3, with properties calculated with wB97M-V/def2-TZVPD.

The geometry in XYZ format:
```
19
Properties=species:S:1:pos:R:3:forces:R:3:nbo_charge:R:1
C 2.183 -2.032 1.201 0.3 -0.3 -0.5 -0.254
C 2.024 -1.282 0.281 -0.2 0.0 0.1 0.015
C 1.847 -0.361 -0.836 0.1 0.3 0.0 -0.487
C 1.658 1.105 -0.428 0.0 -0.1 0.0 -0.401
C 0.254 1.429 0.053 0.5 0.3 -0.3 -0.070
O -0.203 0.441 0.988 -0.5 0.2 -0.1 -0.508
C -1.525 0.229 0.994 0.7 0.3 0.4 0.992
O -2.234 0.364 1.931 -0.2 -0.3 0.0 -0.531
O -1.933 -0.199 -0.253 -0.4 -0.2 0.1 -0.503
C -3.189 -0.604 -0.316 0.3 0.1 -0.2 0.305
C -4.298 -1.019 -0.447 0.0 0.0 -0.2 -0.321
H 2.437 -2.855 1.821 -0.1 0.1 0.4 0.236
H 2.736 -0.438 -1.462 0.1 0.0 -0.1 0.239
H 1.008 -0.666 -1.461 -0.1 -0.2 0.0 0.233
H 2.403 1.391 0.310 0.0 -0.1 0.1 0.217
H 1.832 1.723 -1.309 0.0 0.1 0.0 0.216
H 0.258 2.399 0.550 -0.1 0.0 0.1 0.192
H -0.411 1.508 -0.806 -0.2 -0.3 0.0 0.189
H -5.273 -1.371 -0.660 -0.1 0.0 0.1 0.243
```
Positions in Å, forces in eV/Å.

For the largest force on an atom, the calculation gives 0.9 eV/Å. The energy above the lowest of the compared OMol25 structures with the same formula, charge and spin comes out at 121.7 kcal/mol. As for the HOMO-LUMO gap: 0.39304 Eh. As for the lowest unoccupied orbital energy: 0.74 eV.



No. 9
Below is the molecule C8H8O5S in a non-equilibrium geometry, with properties calculated with wB97M-V/def2-TZVPD.

The geometry in XYZ format:
```
22
Properties=species:S:1:pos:R:3:forces:R:3:nbo_charge:R:1
O -0.933 2.530 -0.004 -0.9 0.1 -0.4 -0.949
S 0.403 2.124 0.296 -0.2 1.4 1.4 2.149
O 1.246 3.144 0.932 -0.3 -1.9 -0.7 -0.930
C 1.155 1.481 -1.179 0.3 -0.3 -0.6 -0.677
C 2.176 0.415 -0.740 -4.3 0.4 0.4 -0.419
C 1.350 -0.449 0.291 -0.4 1.6 -0.1 -0.144
C -0.030 -1.100 -0.056 1.3 0.0 0.8 -0.227
C -0.916 -1.962 -0.575 1.3 -2.1 -2.4 0.575
O -0.899 -3.012 -1.512 0.0 1.7 1.3 -0.664
O -2.123 -1.808 -0.039 -1.0 0.2 1.0 -0.446
C -2.046 -0.833 0.910 0.8 1.0 1.8 0.555
O -3.103 -0.713 1.784 -0.2 -0.3 -1.9 -0.657
C -0.740 -0.381 0.956 -2.5 -0.4 -1.5 -0.152
C 0.301 0.588 1.308 2.4 -0.2 1.3 -0.475
H 1.652 2.292 -1.678 0.0 0.7 -0.1 0.255
H 0.341 1.127 -1.846 0.5 0.0 0.6 0.254
H 2.461 -0.139 -1.614 0.8 -0.4 0.0 0.236
H 2.889 0.930 -0.146 1.4 0.1 0.1 0.227
H 2.207 -0.929 0.725 -0.7 -1.3 1.2 0.232
H -1.834 -3.263 -1.554 0.2 -0.3 -0.3 0.487
H -3.940 -0.877 1.275 1.0 0.3 0.7 0.493
H 0.382 0.835 2.466 0.5 -0.3 -2.6 0.276
```
Positions in Å, forces in eV/Å.

For the largest force on an atom, the calculation gives 4.3 eV/Å. The energy above the lowest of the compared OMol25 structures with the same formula, charge and spin comes out at 0.0 kcal/mol. As for the HOMO-LUMO gap: 0.31641 Eh. As for the lowest unoccupied orbital energy: 0.36 eV.



No. 10
Below is the molecule C8H8OS in a non-equilibrium geometry, with properties calculated with wB97M-V/def2-TZVPD.

The geometry in XYZ format:
```
18
Properties=species:S:1:pos:R:3:forces:R:3:nbo_charge:R:1
C 0.967 -0.628 -1.326 -0.1 -0.3 -0.4 -0.146
C 0.358 -1.702 -0.748 -0.5 -1.1 -1.6 -0.261
C 1.225 0.630 -0.593 -0.6 -1.9 -1.5 -0.257
C -0.015 -1.630 0.662 1.0 -0.3 0.3 -0.237
C 0.025 1.480 -0.057 2.3 -1.9 0.7 -0.243
C -1.383 1.271 -0.080 0.1 0.0 -1.0 -0.541
C 0.947 0.680 0.871 -0.2 -1.5 0.1 -0.240
C 0.325 -0.558 1.399 -0.1 -0.6 1.5 -0.175
O -3.630 0.103 -0.029 -0.3 -0.3 -0.1 -0.929
S -2.180 -0.164 -0.075 -0.8 1.7 -0.1 1.162
H 1.372 -0.526 -2.382 -0.9 -0.9 1.3 0.220
H 0.073 -2.664 -1.339 0.8 1.9 1.1 0.232
H 2.068 1.031 -1.164 -0.3 1.2 1.1 0.241
H -0.446 -2.484 1.228 0.2 0.6 -0.9 0.233
H 0.416 2.425 -0.042 -0.1 2.7 -0.2 0.227
H -1.815 2.256 -0.261 -1.1 -0.7 0.3 0.257
H 1.680 1.178 1.469 -0.1 0.5 0.5 0.234
H 0.014 -0.699 2.468 0.7 0.8 -0.9 0.224
```
Positions in Å, forces in eV/Å.

For the largest force on an atom, the calculation gives 3.1 eV/Å. The energy above the lowest of the compared OMol25 structures with the same formula, charge and spin comes out at 50.5 kcal/mol. As for the HOMO-LUMO gap: 0.32323 Eh. As for the lowest unoccupied orbital energy: 0.31 eV.



Q: Which value of largest force on an atom does entry 6 give?
A: 2.1 eV/Å



Q: Look up the largest force on an atom of the ninth one.
A: 4.3 eV/Å



Q: Among the records above, which one has the highest largest force on an atom?
A: C8H8NOS



Q: Which formula does entry 6 have?
A: C8H8O